C2H3FO2S | the ωB97M-V functional and the def2-TZVPD basis

Geometry as XYZ:
```
9
C2H3FO2S (the ωB97M-V functional and the def2-TZVPD basis)
C -0.961 0.229 0.001
C -0.223 -1.064 0.011
O -0.646 -2.104 -0.327
O 1.185 -0.857 0.267
S 1.971 0.479 0.831
F 1.840 1.465 -0.537
H -0.445 0.933 0.631
H -2.049 0.341 0.100
H -0.673 0.577 -0.977
```

Summary:
**Relative energy (zero: lowest compared OMol25 entry of this formula, charge and spin)**: 1.070 eV
**SMILES string**: CC(=O)OSF
**Kohn-Sham gap**: 9.50 eV
**Spin multiplicity**: 1

natural (NBO) atomic charge list, values in e, 6 entries: number 1, C, carries -0.757; number 2, C, carries 0.823; number 3, O, carries -0.496; number 4, O, carries -0.708; number 5, S, carries 0.889; number 6, F, carries -0.495